Record 1
A 3-piece molecular cluster, CH2ClNO2S2 overall at a distorted geometry, computed with the ωB97M-V functional and the def2-TZVPD basis.

Each line ends with the Löwdin charge.
Cartesian coordinates (Å):
O 3.815 0.558 -0.650  -0.422
C 0.830 -2.036 0.056  -0.805
N -0.369 -1.904 0.012  0.170
H -1.151 -1.608 -0.562  0.110
Cl -0.813 1.816 1.212  0.164
H 0.235 1.378 0.430  -0.277
S 2.679 0.758 0.191  0.849
S 2.372 -2.113 0.349  0.730
O 1.360 0.946 -0.480  -0.518

Calculated values
E_tot, eV: -40846.5027
M, g/mol: 159.6
LUMO energy, Eh: -0.062
Kohn-Sham gap, eV: 8.667

---

Record 2
A 7-piece molecular cluster, C47H72BrClF3N8O9P2S3 overall at a distorted geometry, computed with the ωB97M-V functional and the def2-TZVPD basis.

Each line ends with the Löwdin charge.
Cartesian coordinates (Å):
O -0.089 2.817 -0.261  -0.136
C 1.517 3.108 4.487  -0.191
P -3.095 -1.335 5.223  0.566
H 2.533 0.237 -0.998  0.087
H -1.855 -3.762 0.191  0.002
H 2.360 3.827 -0.126  0.078
S -0.447 -5.715 0.029  0.726
H 2.864 -2.936 -2.635  0.058
C -5.702 -2.153 1.070  -0.147
H -0.477 3.314 3.685  0.124
C -0.226 1.230 4.396  -0.693
H 2.030 -5.624 -3.380  0.116
H -4.938 -0.530 -1.652  0.108
H -2.266 -2.692 2.381  0.109
O -1.482 1.236 1.597  -0.170
H 0.739 -1.900 5.143  -0.077
H -3.259 1.188 2.628  0.120
H -3.449 -3.484 5.111  0.091
P -2.923 1.559 5.465  0.798
H -2.819 9.343 1.371  0.087
H -5.545 -7.378 -1.936  0.091
H 1.838 -2.802 -4.055  0.069
H -0.653 -3.241 2.047  0.092
H 2.044 -0.566 1.594  0.136
H -2.702 2.636 0.679  0.142
C 0.374 -4.669 -0.919  -1.060
H 5.159 4.915 -1.369  0.103
C 2.458 -3.492 -3.483  -0.079
N -2.231 -3.356 -7.105  -0.008
C -1.151 2.006 -0.689  -0.208
O -2.594 3.140 5.325  -0.238
O 2.184 3.999 3.586  -0.004
H -1.834 -3.790 -6.293  0.127
C 5.955 3.476 -4.237  -0.106
N -3.447 -4.980 -2.590  0.014
C 5.456 4.589 -2.352  -0.156
N 0.253 8.816 2.309  0.007
H 1.363 5.098 -0.837  0.084
C 5.558 -0.935 -1.262  -0.126
H 2.150 5.393 6.124  0.090
H 4.473 -6.416 -0.725  0.076
H 1.450 -2.179 1.994  0.138
H -2.593 -0.665 3.086  0.110
H 4.377 -0.660 0.458  0.112
H 1.235 10.693 2.073  0.106
H 3.466 0.180 -3.545  0.099
N 4.454 -0.581 -0.537  0.013
H 6.002 6.466 -3.153  0.144
C -3.011 -2.231 -7.099  -0.152
H 1.210 3.658 5.372  0.096
C 0.766 3.095 -1.382  -0.261
C 0.316 10.141 1.980  -0.140
H -2.766 -4.281 -2.359  0.092
H -2.490 -2.523 -0.923  0.061
H -3.252 -1.725 -6.180  0.099
H -1.656 3.362 5.312  0.037
H -2.832 -3.038 -10.285  0.092
H -4.937 0.999 4.923  0.055
N 5.914 5.476 -3.286  0.005
H -0.417 -1.202 0.436  0.087
C -2.138 1.735 0.423  -0.144
H 0.608 2.299 2.741  0.140
O 0.689 0.213 4.099  -0.118
H -6.896 -3.830 0.355  0.099
Cl -0.088 1.352 6.214  0.744
H -4.556 -0.394 0.827  0.105
C -1.345 -1.691 0.732  -0.221
H -1.493 -4.683 -8.606  0.106
C -0.927 10.529 1.555  -0.112
C 1.811 4.122 -1.021  -0.056
H -1.268 7.323 2.297  0.096
H 2.203 2.307 4.764  0.133
H 6.435 -1.333 -0.781  0.111
H 6.094 2.690 -4.961  0.089
C 1.654 -1.188 2.405  -0.076
C 0.290 2.542 3.758  -0.096
O -3.110 -2.786 4.527  -0.362
H -2.308 2.622 2.900  0.133
H -3.814 -5.746 -0.635  0.096
C -2.761 -2.954 -9.213  -0.107
H 5.975 -0.835 -3.398  0.097
C -4.052 -5.808 -1.683  -0.151
C 2.970 5.426 5.402  0.020
H -2.180 -0.993 0.671  0.077
H 0.036 0.144 2.141  0.135
H -1.199 11.517 1.226  0.090
O -4.296 1.639 4.580  -0.272
C -6.087 -2.368 -1.136  -0.091
C -1.643 -2.809 -0.294  -0.491
C -5.327 -1.247 -0.949  -0.142
C 6.223 4.804 -4.438  -0.138
N 1.619 -4.848 -1.484  -0.214
C 2.369 -6.029 -1.031  -0.260
C -4.919 -6.617 -2.368  -0.105
C -1.016 8.350 2.099  -0.154
F 4.083 -2.225 2.067  0.161
N -1.927 -0.648 3.865  -0.111
C -6.328 -2.941 0.144  -0.094
C 1.641 -4.690 -2.975  -0.235
C 3.837 -5.933 -1.467  -0.068
S -0.261 -3.081 -1.420  0.943
H 6.601 5.325 -5.301  0.107
H 3.677 4.639 5.660  0.099
O 2.305 6.176 3.234  0.129
H 2.310 -6.070 0.056  0.093
C -3.356 -1.955 -8.394  -0.110
H 0.147 3.469 -2.206  0.123
H -2.819 0.948 0.072  0.110
C 3.577 -2.191 3.309  -0.752
C 0.370 -0.526 2.934  -0.284
C 3.483 -0.101 -1.378  -0.152
C -3.918 -5.249 -3.847  -0.137
H 2.527 4.171 -1.844  0.069
H 0.610 -4.608 -3.318  0.084
H 4.019 -6.433 -2.419  0.075
C 5.296 -0.675 -2.579  -0.105
H 4.149 -4.891 -1.544  0.073
H -1.700 2.516 -1.493  0.138
F 3.107 -3.417 3.541  0.167
H 1.236 2.154 -1.695  0.106
H -3.572 -4.701 -4.707  0.089
C 3.979 -0.144 -2.654  -0.128
S -0.063 -2.734 4.472  0.891
N -5.090 -1.125 0.397  -0.011
H -3.968 -1.131 -8.721  0.090
H 3.292 -3.809 -4.110  0.078
C -2.227 1.542 2.755  -0.210
H 1.912 -6.940 -1.431  0.117
C -1.267 -2.341 2.118  -0.187
C 5.473 3.339 -2.906  -0.112
H -0.770 1.055 -1.090  0.129
C -1.694 0.876 4.024  -0.396
C -0.733 -1.504 3.308  -0.590
C -4.833 -6.262 -3.743  -0.103
Br -1.954 -1.585 7.077  0.385
C -1.774 9.390 1.631  -0.116
H 5.167 2.431 -2.411  0.072
H -5.635 -2.239 2.142  0.094
O 2.631 -1.246 3.445  0.045
H -5.381 -6.700 -4.560  0.093
H 1.019 8.262 2.651  0.118
F 4.537 -1.941 4.155  0.223
H 3.440 6.404 5.481  0.097
C 2.446 5.272 4.004  -0.513
H -6.439 -2.739 -2.083  0.102
C -2.075 -3.804 -8.390  -0.139

Calculated values
Total charge: +1
E_tot, eV: -222048.9488
M, g/mol: 1223.6
LUMO energy, Eh: -0.132
Kohn-Sham gap, eV: 5.892

---

Record 3
C26H24HfN6O3S7 as an isolated structure at a distorted geometry, computed with the ωB97M-V functional and the def2-TZVPD basis.

Each line ends with the Löwdin charge.
Cartesian coordinates (Å):
C -1.156 1.916 4.592  -0.081
C 1.601 0.216 -5.016  -0.037
S -0.570 -3.881 -2.870  0.838
Hf -0.444 -0.274 -0.422  1.374
H 5.429 -0.387 2.244  0.103
C 0.110 -3.943 -0.243  -1.194
H 2.077 0.390 -5.972  0.115
S -0.048 -4.712 1.319  0.891
H -2.240 3.622 -2.756  0.087
S -3.039 -0.368 -0.405  0.154
H -2.147 1.875 -2.503  0.058
C -1.619 -0.500 3.307  -0.038
C 1.663 0.158 -2.643  -0.314
C 4.360 -0.273 2.134  -0.079
H 0.452 2.165 3.205  0.100
H 3.345 0.696 -3.825  0.119
N 2.432 0.261 -1.471  0.116
H -1.518 -5.987 -3.608  0.025
H 4.405 -0.077 0.010  0.110
C -1.565 2.790 -2.567  -0.008
O -2.294 0.639 0.441  -0.474
H -2.787 -4.767 -3.290  0.041
H -0.956 2.854 5.094  0.100
N 0.477 2.715 0.371  0.067
N 0.185 -0.031 1.711  -0.059
C 3.805 -0.101 0.909  -0.019
H -0.888 2.707 -3.421  0.084
C -0.601 0.323 2.862  -0.301
S -2.303 -2.112 0.230  0.447
O -4.443 -0.176 -0.525  -0.297
N 1.752 0.147 -0.420  -0.185
N -0.154 2.081 -0.643  -0.013
H 3.961 -0.503 4.247  0.110
H 1.927 4.771 1.504  0.087
O -2.241 -0.225 -1.709  -0.552
C -0.303 -0.400 -3.718  -0.128
C -0.369 1.529 3.519  -0.053
C 0.852 4.929 1.406  -0.006
H -0.927 5.243 -1.035  0.118
H -0.305 -0.375 -5.846  0.114
H -1.792 -1.446 2.807  0.066
S -1.666 -7.149 1.888  0.532
C 2.160 -0.230 3.183  -0.002
C 2.399 0.024 0.787  -0.285
H 1.025 2.176 1.025  0.124
C 0.277 -0.203 -4.953  -0.035
H 0.390 4.750 2.379  0.081
C 0.263 4.034 0.369  -0.275
H 1.541 -0.319 4.064  0.119
C -0.789 3.045 -1.318  -0.300
C -2.415 -0.111 4.377  -0.063
C -0.544 4.287 -0.720  0.032
H -1.763 -4.652 -4.735  0.033
H -2.825 1.403 5.846  0.100
H -1.330 -0.712 -3.606  0.103
C -0.569 -4.530 -1.239  -1.013
C 1.527 -0.066 1.913  -0.278
C 3.514 -0.337 3.274  -0.053
C -2.195 1.098 5.020  -0.089
N 0.375 -0.215 -2.575  0.003
H -3.217 -0.762 4.703  0.108
S -1.505 -5.938 -0.811  0.919
H 0.683 5.969 1.136  0.084
C 2.308 0.395 -3.846  0.009
C -1.096 -5.996 0.869  -1.509
S 1.114 -2.510 -0.350  0.592
C -1.786 -4.935 -3.683  -0.422

Calculated values
E_tot, eV: -119592.7631
M, g/mol: 871.5
LUMO energy, Eh: -0.072
Kohn-Sham gap, eV: 5.144

---

Record 4
A 2-piece molecular cluster, C11H14Si overall at a distorted geometry, computed with the ωB97M-V functional and the def2-TZVPD basis.

Each line ends with the Löwdin charge.
Cartesian coordinates (Å):
H -3.721 -0.570 3.314  0.020
C 1.158 0.843 0.235  -0.060
H -4.998 1.783 -2.195  0.043
C 3.319 -2.209 -0.419  -0.044
H -4.508 0.115 -2.614  0.001
H -3.660 1.591 -0.014  0.030
C 2.093 1.895 0.035  -0.113
C -3.735 0.869 -0.804  -0.364
H 1.797 2.872 0.171  0.070
C 1.641 -0.487 0.126  -0.073
H 2.948 -2.742 0.435  0.082
H 0.883 -1.280 -0.060  0.115
C -2.578 -0.775 1.488  -0.383
H 0.158 1.045 0.677  0.101
Si -2.874 -0.834 -0.477  0.805
H 4.822 0.265 -0.994  0.119
C 3.398 1.638 -0.255  -0.116
H 4.375 -2.413 -0.536  0.085
C 2.933 -0.763 -0.282  -0.267
C -4.448 0.903 -1.946  -0.092
C -3.617 -0.586 2.284  -0.119
C 3.846 0.317 -0.443  -0.044
H -4.578 -0.245 1.764  0.059
H 4.205 2.443 -0.353  0.126
H -1.710 -1.023 2.013  0.002
H 2.851 -2.652 -1.149  0.017

Calculated values
E_tot, eV: -19507.0459
M, g/mol: 174.3
LUMO energy, Eh: -0.023
Kohn-Sham gap, eV: 7.540

---

Record 5
H8LiO4 as an isolated structure, computed with the ωB97M-V functional and the def2-TZVPD basis.

Each line ends with the Löwdin charge.
Cartesian coordinates (Å):
O -1.313 1.233 0.016  -0.079
H -0.321 -2.433 1.605  0.073
H 1.528 -0.732 -1.820  0.077
O 1.429 0.905 0.988  -0.090
H -1.952 1.507 0.689  0.087
O -0.594 -1.937 0.822  -0.077
H -1.432 -2.325 0.538  0.072
Li 0.057 -0.135 0.088  0.726
H 2.307 1.162 1.293  0.081
O 0.595 -0.480 -1.768  -0.083
H 0.352 -0.194 -2.657  0.076
H 0.913 1.727 0.996  0.054
H -1.570 1.702 -0.790  0.083

Calculated values
Total charge: +1
E_tot, eV: -8521.7999
M, g/mol: 79.0
LUMO energy, Eh: -0.125
Kohn-Sham gap, eV: 12.803

---

Record 6
One molecule with the formula C4H4O2, computed with the ωB97M-V functional and the def2-TZVPD basis.

Each line ends with the Löwdin charge.
Cartesian coordinates (Å):
H -1.788 0.525 0.512  0.109
H 1.236 0.007 -2.368  0.149
C -0.809 0.725 0.929  -0.217
C 0.544 -0.229 -1.549  -0.338
H -0.126 -1.262 0.704  0.132
H 1.044 -0.270 1.609  0.119
O 1.155 -0.034 -0.376  -0.024
C 0.342 -0.280 0.774  -0.214
O -0.592 -0.606 -1.681  0.072
C -0.258 1.686 1.601  0.212

Calculated values
E_tot, eV: -8303.6159
M, g/mol: 84.1
LUMO energy, Eh: -0.011
Kohn-Sham gap, eV: 10.431

---

Record 7
C16H11N4S2Ta as an isolated structure at a distorted geometry, computed with the ωB97M-V functional and the def2-TZVPD basis.

Each line ends with the Löwdin charge.
Cartesian coordinates (Å):
H -1.350 -1.905 0.773  0.122
N -0.036 2.463 1.423  -0.175
H -2.838 -1.057 0.347  0.141
C -0.782 4.493 2.079  0.002
S 2.961 -0.022 0.241  0.682
H 0.396 -0.713 -4.662  0.129
C 2.467 -1.471 1.146  -1.007
C 0.113 -0.822 -1.320  -0.150
H -3.113 1.017 1.265  0.169
H -2.041 -1.023 -4.447  0.131
H -0.798 5.536 2.356  0.135
H 1.348 4.121 1.673  0.133
C 3.101 -2.650 1.015  -0.301
C 0.742 -0.696 -2.550  -0.035
C -1.258 -0.990 -1.166  -0.215
H -2.934 3.875 2.200  0.147
C 0.324 3.786 1.730  -0.055
N 5.049 -2.834 -0.672  0.251
H -3.103 -1.234 -2.223  0.133
C -0.057 -0.779 -3.682  -0.024
C -2.033 -1.090 -2.302  0.015
N -1.229 0.218 0.833  -0.187
S 1.114 -1.263 2.271  0.761
C -1.755 -1.036 0.251  -0.112
C 2.662 -3.780 1.785  -0.181
C -1.451 2.393 1.585  -0.287
C 4.199 -2.781 0.100  -0.176
H 0.782 -1.000 -0.458  -0.003
C -2.038 1.172 1.235  0.001
H 1.817 -0.590 -2.632  0.116
C -1.904 3.623 1.987  0.080
C -1.428 -0.974 -3.557  0.004
Ta 0.823 0.689 0.996  1.506
N 2.252 -4.674 2.379  0.251

Calculated values
Total charge: +2
E_tot, eV: -45933.9957
M, g/mol: 504.4
LUMO energy, Eh: -0.358
Kohn-Sham gap, eV: 6.267

---

Record 8
A 12-piece molecular cluster, C32H59N12O15 overall at a distorted geometry, computed with the ωB97M-V functional and the def2-TZVPD basis.

Each line ends with the Löwdin charge.
Cartesian coordinates (Å):
H 31.965 50.397 14.873  0.009
H 35.171 45.422 13.643  0.116
H 28.909 53.388 16.922  0.080
H 27.728 51.524 9.580  0.134
H 33.836 46.927 11.273  0.102
H 29.572 50.999 11.419  0.058
C 25.442 49.246 13.091  0.060
O 32.873 53.074 14.604  0.080
O 30.053 47.437 22.200  0.002
O 30.928 47.519 17.998  0.144
C 30.865 47.587 14.349  -0.095
O 32.885 46.384 19.810  0.034
H 30.471 48.989 19.880  0.124
H 29.121 44.311 20.123  0.084
O 30.762 53.117 14.839  -0.003
H 31.211 49.750 21.504  0.107
N 32.235 45.406 11.647  -0.093
C 31.771 50.052 17.591  -0.043
H 31.557 45.688 10.789  0.227
N 33.090 45.471 18.962  -0.414
H 28.559 48.482 15.821  0.079
C 34.195 52.676 17.876  -0.120
C 35.181 51.686 17.265  -0.113
H 38.904 48.503 14.309  0.162
H 26.048 49.480 12.337  0.062
N 29.446 48.267 21.422  -0.450
H 26.693 44.334 16.616  0.060
H 32.308 44.109 20.257  0.141
C 30.625 45.603 15.904  0.011
H 33.676 48.637 17.310  0.064
H 30.740 50.192 17.623  0.057
C 31.490 54.652 13.466  0.084
H 28.623 47.370 16.981  -0.005
H 33.612 48.015 15.693  0.048
N 30.275 53.590 18.361  -0.438
O 29.890 52.462 18.841  0.013
N 37.290 47.086 14.990  -0.432
H 30.257 46.945 13.507  0.167
C 35.152 51.093 12.487  0.023
C 28.551 42.875 17.055  -0.060
C 32.023 44.321 12.403  -0.198
H 30.297 42.119 18.478  0.133
C 27.600 44.117 17.099  -0.059
C 33.040 44.095 19.373  0.028
N 26.200 48.352 13.906  -0.405
H 37.597 48.347 13.392  -0.049
C 35.696 50.748 18.337  -0.026
C 38.049 47.773 13.919  0.048
O 37.877 46.341 15.586  0.178
O 33.578 49.386 12.505  0.027
C 28.849 47.477 16.071  0.032
O 33.481 45.753 17.767  -0.008
H 34.150 43.909 19.382  0.132
N 34.023 52.293 19.238  0.006
N 31.117 47.871 16.782  0.084
O 31.247 54.145 18.773  0.085
H 32.321 51.037 17.483  0.115
H 31.112 55.605 14.188  0.198
H 31.883 47.196 14.115  0.107
H 35.482 51.805 11.582  0.156
H 27.604 45.693 18.808  0.158
H 31.654 45.335 15.921  0.083
C 26.888 52.877 12.667  -0.104
C 34.852 51.247 19.512  -0.112
H 38.573 47.085 13.288  0.106
C 28.735 51.599 11.756  -0.060
H 32.744 43.691 18.331  0.125
H 30.323 45.333 16.793  0.007
N 27.897 44.771 18.381  -0.025
C 27.757 51.914 10.675  -0.087
C 28.906 44.084 19.104  -0.153
C 30.249 49.517 20.977  0.064
H 28.932 54.878 18.022  0.126
N 31.784 53.454 14.273  -0.411
O 28.393 48.096 20.909  0.060
H 30.188 54.517 16.654  0.117
H 24.446 48.857 12.910  0.138
C 31.867 49.116 16.448  -0.384
N 26.827 52.783 11.303  -0.027
H 29.687 49.499 13.995  0.129
H 36.012 50.289 12.584  0.139
H 28.868 42.110 16.351  0.061
O 27.047 47.670 13.566  0.129
H 28.210 46.766 15.405  0.131
H 32.027 49.666 18.541  0.066
H 35.193 51.851 13.181  0.046
C 31.272 49.878 15.200  -0.100
H 31.455 49.259 13.141  0.075
H 26.308 53.616 13.197  0.100
H 30.136 45.156 15.126  0.071
O 32.863 51.380 12.046  0.043
C 29.386 42.937 18.345  -0.122
H 25.417 50.109 13.483  0.027
N 33.800 50.604 12.299  -0.385
C 29.425 54.145 17.408  0.028
C 33.408 46.041 11.843  -0.133
H 33.591 53.509 17.413  0.095
O 25.901 48.468 15.172  -0.003
C 28.136 52.184 13.086  -0.052
C 33.384 48.779 16.330  0.049
C 30.801 49.100 13.990  -0.158
H 30.202 50.313 15.534  0.163
H 33.235 43.089 14.032  0.109
H 35.572 51.618 16.182  0.091
H 32.187 54.733 12.865  -0.001
H 33.454 52.837 19.844  0.127
H 29.356 50.183 20.979  0.098
H 30.522 54.389 13.087  0.087
H 31.148 43.714 12.508  0.085
H 33.793 49.703 15.985  0.079
C 30.317 47.092 15.770  -0.361
O 36.041 47.344 14.859  -0.006
C 33.199 43.979 13.277  -0.088
H 36.385 50.048 17.946  0.058
C 34.107 45.165 12.993  -0.077
H 34.879 50.836 20.430  0.052
H 26.277 53.206 10.712  0.065
H 28.594 52.251 14.017  0.013

Calculated values
Total charge: +1
E_tot, eV: -82686.8089
M, g/mol: 851.9
LUMO energy, Eh: -0.174
Kohn-Sham gap, eV: 4.787

---

Question: Among the records above, which one has the lowest E_tot?
Answer: C47H72BrClF3N8O9P2S3

---

Question: What is the E_tot in the eighth record?
Answer: -82686.8089 eV

---

Question: What is the formula in the first record?
Answer: CH2ClNO2S2

---

Question: Which value of Kohn-Sham gap does entry 8 give?
Answer: 4.787 eV